1.
Below is a molecular structure, CH17MnO14P at a distorted geometry, with properties calculated with wB97M-V/def2-TZVPD.

Geometry as XYZ:
```
34
Properties=species:S:1:pos:R:3:lowdin_charge:R:1
O 0.22 3.29 -0.37 0.2446
H -0.34 2.55 -0.13 0.0694
H 0.83 3.03 -1.06 0.1352
H 0.80 3.44 0.38 -0.0119
O -0.64 0.94 -3.06 0.3429
H -1.39 1.51 -2.88 0.1773
H -0.53 0.40 -2.28 0.0503
H 0.15 1.49 -3.00 0.1647
O 2.13 -1.59 -2.04 0.3522
H 2.64 -2.05 -1.37 0.1895
H 2.52 -0.71 -2.02 0.1781
H 1.21 -1.55 -1.78 0.0769
Mn -0.51 0.79 2.27 1.0451
C -0.45 -0.29 0.00 -0.9153
O -0.84 0.89 0.06 -0.0823
O -0.29 -0.86 1.08 -0.0616
O -0.17 -0.71 -1.15 -0.0755
P 1.47 2.61 2.55 -0.0032
O 1.52 1.13 2.23 -0.4323
O 2.04 3.36 1.28 -0.4076
O 2.06 2.98 3.96 -0.4234
O -0.08 2.73 2.54 -0.4596
O 1.87 -1.89 2.18 -0.0715
H 1.11 -1.72 1.63 -0.0448
H 2.15 -1.02 2.47 0.0030
O -0.21 -3.44 -1.66 -0.0371
H -0.27 -2.50 -1.46 -0.0349
H -1.11 -3.70 -1.86 0.0501
O -2.12 -3.21 2.32 -0.0424
H -1.38 -2.63 2.15 -0.0027
H -2.87 -2.77 1.93 0.0224
O -3.35 -0.18 -1.32 -0.0307
H -3.71 0.11 -0.48 0.0488
H -2.45 -0.45 -1.11 -0.0138
```

Summary:
⟨S²⟩ = 8.76
highest occupied orbital energy (spin up / spin down) = -6.54 / -6.56 eV
multiplicity = 6
DFT total energy = -2593.96867 a.u.
Kohn-Sham gap (spin up / spin down) = 3.61 / 3.63 eV

2.
Below is a molecular structure, CH17MnO8 at a distorted geometry, with properties calculated with wB97M-V/def2-TZVPD.

Geometry as XYZ:
```
27
Properties=species:S:1:pos:R:3:lowdin_charge:R:1
Mn -4.81 -17.52 -9.11 1.3485
C -7.61 -16.68 -7.85 -0.2158
O -6.78 -17.62 -8.48 -0.4217
H -7.31 -15.63 -8.00 0.0503
H -8.63 -16.68 -8.24 0.0719
H -7.60 -16.74 -6.76 0.0655
O -9.98 -17.37 -11.18 -0.0557
H -10.16 -18.23 -10.79 0.0264
H -9.16 -17.09 -10.78 -0.0074
O -8.17 -19.53 -10.36 -0.0546
H -8.44 -20.35 -9.94 0.0572
H -7.59 -19.10 -9.72 -0.0145
O -5.67 -13.33 -8.36 -0.0600
H -6.04 -12.44 -8.30 0.0536
H -6.29 -13.88 -7.87 -0.0047
O -7.51 -15.12 -4.17 -0.0508
H -8.45 -15.16 -4.40 0.0419
H -7.12 -14.55 -4.84 0.0204
O -5.56 -16.58 -10.93 -0.0540
H -6.29 -15.93 -10.98 0.1058
H -5.19 -16.61 -11.83 0.1064
O -11.25 -15.34 -7.46 -0.0500
H -10.54 -15.15 -8.08 0.0153
H -11.09 -16.24 -7.15 0.0335
O -7.05 -18.67 -4.72 -0.0507
H -6.57 -18.39 -3.93 0.0457
H -6.53 -18.33 -5.45 -0.0025
```

Summary:
total charge = +1
⟨S²⟩ = 8.76
highest occupied orbital energy (spin up / spin down) = -13.60 / -13.60 eV
multiplicity = 6
relative energy (zero: lowest compared OMol25 entry of this formula, charge and spin) = 0.0 kJ/mol
DFT total energy = -1800.86253 a.u.
Kohn-Sham gap (spin up / spin down) = 6.60 / 6.59 eV

3.
Below is 7 unconnected molecules or ions with the total composition CH17NO6 at a distorted geometry, with properties calculated with wB97M-V/def2-TZVPD.

Geometry as XYZ:
```
25
Properties=species:S:1:pos:R:3:lowdin_charge:R:1
C -0.47 2.08 2.59 -0.1662
N -0.56 2.04 1.09 -0.0555
H -0.23 3.10 2.87 0.0658
H 0.28 1.37 2.93 0.0512
H -1.42 1.83 3.08 0.0661
H -1.14 1.23 0.84 0.0281
H -1.07 2.88 0.90 0.0493
O 2.11 -0.29 1.27 -0.0433
H 2.54 0.32 0.67 0.0545
H 1.16 -0.19 1.17 0.0342
O 0.67 2.17 -1.74 -0.0591
H 0.89 2.02 -0.81 0.0094
H 0.61 3.12 -1.84 0.0506
O 0.36 -0.62 -2.27 -0.0541
H 0.75 0.26 -2.25 0.0085
H 0.93 -1.20 -1.75 0.0137
O -1.65 -2.60 -0.09 -0.0602
H -0.83 -2.34 -0.52 0.0061
H -1.46 -3.47 0.26 0.0455
O 1.24 -2.56 0.00 -0.0617
H 1.44 -3.48 0.18 0.0587
H 1.86 -2.10 0.60 0.0275
O -1.95 0.15 -0.70 -0.0703
H -1.31 0.13 -1.42 0.0060
H -1.94 -0.72 -0.29 -0.0049
```

Summary:
highest occupied orbital energy = -9.63 eV
multiplicity = 1
relative energy (zero: lowest compared OMol25 entry of this formula, charge and spin) = 33.4 kJ/mol
structure (SMILES) = CN.O.O.O.O.O.O
DFT total energy = -554.48510 a.u.
Kohn-Sham gap = 9.91 eV

4.
Below is 9 unconnected molecules or ions with the total composition CH19O9 at a distorted geometry, with properties calculated with wB97M-V/def2-TZVPD.

Geometry as XYZ:
```
29
Properties=species:S:1:pos:R:3:lowdin_charge:R:1
C -0.22 0.56 -1.29 -0.2605
O -0.42 -0.23 -0.17 -0.4085
H 0.87 0.75 -1.51 0.0811
H -0.62 1.52 -1.02 0.0608
H -0.83 0.32 -2.12 0.0620
O -1.28 -2.26 1.66 -0.0814
H -1.10 -1.91 0.77 -0.0034
H -2.10 -2.78 1.74 0.0337
O 2.95 -0.48 -1.30 -0.0032
H 3.11 -1.25 -1.78 0.0227
H 2.05 -0.32 -1.53 -0.0240
O 1.01 2.85 0.23 -0.0418
H 0.53 3.02 1.02 0.0363
H 0.43 2.21 -0.19 -0.0166
O -2.11 -2.30 -1.22 -0.0406
H -1.47 -1.59 -1.43 0.0274
H -2.05 -2.94 -1.88 -0.0018
O -1.03 1.04 1.97 -0.0802
H -0.80 0.54 2.73 0.0100
H -0.78 0.50 1.21 -0.0549
O 3.59 1.96 0.13 -0.0930
H 2.83 2.55 0.28 -0.0046
H 3.14 1.19 -0.21 -0.0344
O -3.07 0.50 0.17 -0.0595
H -3.67 -0.23 0.14 0.0115
H -2.34 0.21 -0.41 -0.0068
O 1.53 -1.19 1.34 -0.1158
H 0.90 -1.40 2.06 0.0129
H 0.94 -0.86 0.63 -0.0274
```

Summary:
total charge = -1
highest occupied orbital energy = -5.44 eV
multiplicity = 1
relative energy (zero: lowest compared OMol25 entry of this formula, charge and spin) = 121.6 kJ/mol
DFT total energy = -726.66741 a.u.
Kohn-Sham gap = 8.36 eV

5.
Below is a molecular structure, CH20MnO16P at a distorted geometry, with properties calculated with wB97M-V/def2-TZVPD.

Geometry as XYZ:
```
39
Properties=species:S:1:pos:R:3:lowdin_charge:R:1
O 2.01 0.82 2.24 0.2599
H 1.67 0.18 2.91 0.1834
H 2.77 0.37 1.81 0.1710
H 1.22 0.86 1.55 0.1084
O 1.63 -2.85 0.78 0.1057
H 2.31 -2.70 1.44 0.1062
H 1.24 -1.99 0.40 0.0789
H 0.91 -3.63 1.08 0.0346
Mn -1.54 -2.07 -0.87 0.9621
C -0.32 0.20 -0.20 -0.7698
O 0.28 -0.93 -0.36 -0.1438
O -1.57 0.07 -0.42 -0.0847
O 0.21 1.20 0.42 -0.0869
P -1.16 -4.10 0.97 -0.0252
O -1.58 -2.58 1.10 -0.4643
O 0.05 -4.33 1.92 -0.3547
O -0.95 -4.12 -0.60 -0.4749
O -2.32 -5.05 1.14 -0.4232
O -1.37 3.43 0.87 -0.0631
H -0.92 2.57 0.74 -0.0003
H -1.88 3.31 1.69 0.0500
O -0.74 -2.17 -2.95 -0.0446
H -1.35 -2.35 -3.67 0.0756
H 0.14 -2.27 -3.32 0.0810
O 2.48 -0.46 -2.14 -0.0748
H 2.46 0.49 -2.33 0.0210
H 1.63 -0.64 -1.72 -0.0083
O 1.29 4.31 1.81 -0.0858
H 0.53 3.93 1.33 -0.0092
H 0.89 4.76 2.56 0.0253
O 1.69 2.93 -1.00 -0.0662
H 1.41 2.20 -0.40 -0.0111
H 2.63 3.05 -0.82 0.0329
O -3.76 1.11 0.88 -0.0827
H -4.27 0.57 0.28 0.0239
H -2.84 1.04 0.55 -0.0075
O -1.05 1.47 -2.91 -0.0574
H -1.11 1.04 -2.05 -0.0146
H -0.74 2.36 -2.72 0.0335
```

Summary:
total charge = -1
⟨S²⟩ = 8.75
highest occupied orbital energy (spin up / spin down) = -3.44 / -3.58 eV
multiplicity = 6
relative energy (zero: lowest compared OMol25 entry of this formula, charge and spin) = 5.0 kJ/mol
DFT total energy = -2746.49495 a.u.
Kohn-Sham gap (spin up / spin down) = 4.01 / 4.15 eV

6.
Below is 9 unconnected molecules or ions with the total composition CH20O9 at a distorted geometry, with properties calculated with wB97M-V/def2-TZVPD.

Geometry as XYZ:
```
30
Properties=species:S:1:pos:R:3:lowdin_charge:R:1
O 1.22 -2.25 1.76 0.3617
H 2.10 -2.76 1.56 0.2584
H 1.31 -1.66 2.54 0.1893
H 0.88 -1.84 1.10 -0.0354
C 0.51 0.57 0.41 -0.2476
O -0.12 -0.65 0.12 -0.4266
H -0.22 1.54 0.45 0.0995
H 1.11 0.66 -0.44 0.0438
H 0.88 0.17 1.39 0.0500
O -0.29 -2.91 -1.84 -0.0981
H -1.03 -3.45 -1.44 0.0681
H -0.54 -2.04 -1.51 -0.0380
O -1.68 -0.20 -2.28 -0.0108
H -1.26 0.53 -2.68 0.0074
H -1.17 -0.10 -1.51 -0.0443
O 0.19 3.82 -0.76 -0.0360
H -0.66 3.39 -0.76 0.0177
H 0.57 3.01 -0.47 -0.0317
O -3.05 2.24 1.68 0.0362
H -3.54 2.94 1.91 -0.0270
H -2.31 2.05 2.18 -0.0061
O 3.34 1.12 2.37 -0.0458
H 2.51 0.85 1.99 -0.0393
H 3.78 0.94 1.54 0.0350
O 2.17 -0.96 -3.47 -0.0817
H 2.07 -0.08 -3.02 0.0475
H 1.28 -0.96 -3.86 0.0300
O -2.72 -1.71 1.02 -0.0533
H -1.98 -1.22 0.74 -0.0516
H -3.36 -1.04 1.26 0.0286
```

Summary:
highest occupied orbital energy = -8.82 eV
multiplicity = 1
relative energy (zero: lowest compared OMol25 entry of this formula, charge and spin) = 664.8 kJ/mol
DFT total energy = -727.01180 a.u.
Kohn-Sham gap = 7.26 eV

7.
Below is 10 unconnected molecules or ions with the total composition CH21O10 at a distorted geometry, with properties calculated with wB97M-V/def2-TZVPD.

Geometry as XYZ:
```
32
Properties=species:S:1:pos:R:3:lowdin_charge:R:1
C 1.94 -2.04 -0.70 -0.2509
O 0.94 -1.13 -0.47 -0.3901
H 2.64 -2.00 0.14 0.0729
H 1.49 -3.06 -0.86 0.0889
H 2.55 -1.88 -1.61 0.0724
H -1.95 -1.02 -1.31 0.0039
H -2.42 0.33 -0.73 0.0104
O -2.41 -0.62 -0.55 -0.0911
H -1.26 -0.62 2.80 0.0275
H -2.05 0.06 1.77 0.0186
O -1.86 0.15 2.72 -0.0674
H -0.63 2.15 1.92 0.0308
H 0.65 1.38 1.59 0.0050
O 0.18 2.25 1.40 -0.1104
H 0.77 -0.70 2.10 0.0183
H 1.39 -0.35 0.69 0.0363
O 1.44 -0.12 1.75 -0.1499
H -1.48 -1.92 0.42 -0.0264
H -0.03 -1.76 0.58 -0.0112
O -0.78 -2.37 0.91 -0.1243
H 2.51 1.18 0.33 0.0077
H 2.38 2.05 1.50 0.0132
O 2.72 2.09 0.60 -0.0676
H 0.69 0.93 -1.85 0.0335
H -0.12 0.61 -3.17 0.0396
O 0.21 1.30 -2.60 -0.0463
H -1.30 2.22 0.22 0.0012
H -0.87 1.95 -1.23 0.0069
O -1.64 2.00 -0.65 -0.0727
H -0.60 -2.46 -2.31 0.0433
H 0.02 -1.10 -1.70 0.0148
O -0.56 -1.51 -2.47 -0.1370
```

Summary:
total charge = -1
highest occupied orbital energy = -6.25 eV
multiplicity = 1
relative energy (zero: lowest compared OMol25 entry of this formula, charge and spin) = 0.0 kJ/mol
DFT total energy = -803.16559 a.u.
Kohn-Sham gap = 9.54 eV

8.
Below is 10 unconnected molecules or ions with the total composition CH22O10 at a distorted geometry, with properties calculated with wB97M-V/def2-TZVPD.

Geometry as XYZ:
```
33
Properties=species:S:1:pos:R:3:lowdin_charge:R:1
O 9.27 41.53 36.23 0.4033
H 8.60 41.82 35.74 0.0246
H 9.14 40.60 36.42 0.1788
H 10.03 41.77 35.71 0.1899
C 6.86 42.63 34.33 -0.2456
O 6.99 41.33 34.78 -0.3817
H 7.46 43.33 34.83 0.0517
H 5.88 43.09 34.91 0.1223
H 6.86 42.60 33.41 -0.0283
O 6.68 39.77 32.70 -0.0763
H 5.89 39.22 32.81 0.0700
H 6.82 40.49 33.35 -0.0175
O 4.77 41.77 31.26 0.0649
H 4.21 41.16 30.75 0.0948
H 5.10 41.21 31.74 -0.1382
O 3.69 42.82 36.85 -0.0500
H 3.82 42.13 37.55 0.0595
H 4.44 43.35 36.70 -0.0168
O 5.64 39.51 36.08 -0.0307
H 6.10 38.82 36.17 -0.1230
H 6.43 40.15 35.83 0.0447
O 3.72 43.81 32.93 -0.0963
H 3.96 43.26 32.14 0.0207
H 4.33 43.67 33.69 0.0141
O 9.28 42.40 32.21 -0.0466
H 8.43 42.32 32.59 -0.0400
H 9.42 41.87 31.39 0.0734
O 8.83 38.34 33.78 -0.0807
H 8.29 39.09 33.43 0.0050
H 8.32 38.60 34.54 -0.0154
O 5.40 45.91 34.10 -0.1074
H 6.39 45.64 34.11 0.0772
H 4.89 45.50 33.39 -0.0004
```

Summary:
highest occupied orbital energy = -9.15 eV
multiplicity = 1
relative energy (zero: lowest compared OMol25 entry of this formula, charge and spin) = 719.7 kJ/mol
DFT total energy = -803.40106 a.u.
Kohn-Sham gap = 7.74 eV

9.
Below is a molecular structure, CH23LiO11 at a distorted geometry, with properties calculated with wB97M-V/def2-TZVPD.

Geometry as XYZ:
```
36
Properties=species:S:1:pos:R:3:lowdin_charge:R:1
Li 0.20 -0.75 1.80 0.7303
C -0.10 0.33 -0.50 -0.2923
O -0.18 0.99 0.70 -0.4535
H -1.19 0.52 -0.86 0.1023
H 0.15 -0.85 -0.31 0.0978
H 0.43 0.67 -1.24 -0.0360
O -2.01 -2.83 -1.20 -0.1066
H -2.08 -2.01 -0.63 0.0268
H -2.54 -2.37 -1.93 0.0949
O -0.25 3.61 -1.62 -0.0322
H 0.67 4.07 -1.69 0.1151
H -0.11 2.77 -1.35 -0.0930
O -3.01 0.55 0.94 -0.0931
H -3.75 0.69 0.35 0.0484
H -2.15 1.06 0.65 0.0760
O 2.99 -0.07 -0.97 -0.1425
H 2.63 -0.80 -1.60 0.0928
H 3.54 -0.45 -0.17 0.1046
O -1.68 -1.74 1.79 -0.1896
H -2.20 -2.45 2.41 0.1535
H -2.37 -1.00 1.72 0.0325
O 2.10 2.30 0.68 -0.0431
H 1.21 1.90 0.55 -0.0339
H 2.65 2.11 -0.01 -0.0559
O 1.12 1.17 -3.91 -0.0373
H 0.62 1.37 -3.11 -0.0046
H 2.02 1.15 -3.59 0.0259
O 0.39 -3.98 0.29 -0.0919
H -0.46 -3.63 -0.11 0.0335
H 0.00 -4.09 1.24 0.0986
O 1.78 -1.99 1.51 -0.0423
H 1.34 -2.61 1.03 -0.0730
H 2.05 -2.31 2.37 0.0669
O -0.92 2.82 2.53 -0.0539
H -0.24 3.54 2.42 0.0632
H -0.64 2.31 1.82 -0.0884
```

Summary:
highest occupied orbital energy = -8.89 eV
multiplicity = 1
relative energy (zero: lowest compared OMol25 entry of this formula, charge and spin) = 32.5 kJ/mol
DFT total energy = -887.01264 a.u.
Kohn-Sham gap = 8.18 eV

10.
Below is a molecular structure, CH26BeO16 at a distorted geometry, with properties calculated with wB97M-V/def2-TZVPD.

Geometry as XYZ:
```
44
Properties=species:S:1:pos:R:3:lowdin_charge:R:1
Be -0.54 -1.89 0.27 0.0694
C 0.11 -0.06 0.00 -0.5716
O 0.09 -1.11 -0.92 -0.0673
O -0.17 1.11 -0.30 -0.0626
O -0.13 -0.64 1.11 0.0077
O 0.10 3.27 1.80 -0.0101
H 0.57 2.87 1.06 0.0091
H 0.71 3.46 2.48 0.0359
O 2.94 -0.73 0.49 -0.0178
H 3.12 -1.22 1.27 0.0454
H 2.59 0.05 0.96 0.0613
O 2.98 -0.40 -2.32 -0.0591
H 3.00 -0.35 -1.36 -0.0272
H 2.15 -0.17 -2.70 -0.0430
O -2.53 1.00 -1.41 -0.0571
H -1.59 1.00 -1.06 -0.0022
H -2.49 1.27 -2.32 0.0291
O -2.17 -2.18 0.14 0.1652
H -2.83 -1.62 0.52 0.1214
H -2.56 -2.73 -0.50 0.1137
O 2.32 2.01 -0.48 -0.0076
H 1.48 1.58 -0.33 -0.0333
H 2.29 2.39 -1.33 0.0409
O 0.46 0.04 -3.17 -0.0604
H 0.37 -0.32 -2.25 -0.0185
H 0.34 1.00 -3.08 0.0537
O -2.19 1.62 1.44 -0.0195
H -1.50 1.40 0.75 0.0004
H -1.95 1.13 2.18 -0.0359
O 0.18 -3.24 0.75 0.1330
H 0.38 -3.38 1.71 0.1589
H 1.00 -3.43 0.31 0.1328
O -0.77 3.47 -1.09 -0.0304
H -0.58 3.35 -2.04 0.0546
H -0.51 2.62 -0.75 -0.0675
O 0.10 -3.22 -2.58 -0.0445
H 0.67 -2.57 -2.24 -0.0362
H -0.34 -2.64 -3.27 0.0851
O -0.10 0.67 3.31 -0.0410
H 0.01 1.48 2.85 -0.0202
H -0.14 0.14 2.52 -0.0541
O -1.78 -1.96 2.96 -0.0512
H -2.23 -1.16 3.34 0.0757
H -0.87 -1.85 3.30 0.0449
```

Summary:
highest occupied orbital energy = -10.27 eV
multiplicity = 1
relative energy (zero: lowest compared OMol25 entry of this formula, charge and spin) = 119.0 kJ/mol
DFT total energy = -1272.38569 a.u.
Kohn-Sham gap = 9.18 eV